No. 1
The following is a quantum chemistry calculation of a molecular structure, C54H48BrN5O2P2ReSi, from OMol25.

For the total energy, the calculation gives -166940.193 eV. As for the highest occupied orbital energy (spin up / spin down): -12.51 / -12.60 eV. As for the spin multiplicity: 4. As for the net charge: +2. As for the LUMO energy (spin up / spin down): -5.42 / -6.53 eV. For the energy above the lowest of the compared OMol25 structures with the same formula, charge and spin, the calculation gives 0.111 eV.

XYZ file:
```
114
Properties=species:S:1:pos:R:3:forces:R:3
Re -0.21632 -0.38703 0.14979 0.9 0.3 0.0
C -3.11982 -2.73366 0.85181 0.0 -0.1 0.0
Si -2.22979 -1.83984 -0.51021 0.0 -0.1 0.0
C -3.44562 -0.81550 -1.50751 -0.1 0.0 0.1
C -4.70334 -1.30197 -1.88525 0.0 0.1 0.0
C -5.47769 -0.61776 -2.80530 0.0 0.0 0.0
C -5.00799 0.55896 -3.38645 0.0 0.0 0.0
C -3.77983 1.06751 -3.01287 0.0 0.0 0.0
C -3.02285 0.38797 -2.05463 0.0 0.0 -0.1
P -1.45388 1.04619 -1.47719 -0.2 -0.1 -0.3
C -1.81956 2.71576 -0.87482 0.1 0.1 0.0
C -0.77829 3.59574 -0.56717 -0.1 0.0 0.0
C -1.05531 4.86635 -0.09541 0.0 0.0 0.0
C -2.37280 5.26690 0.09239 0.0 0.0 0.0
C -3.40963 4.39197 -0.18723 0.0 0.0 0.0
C -3.13721 3.11923 -0.67150 0.0 0.0 0.1
C -0.49527 1.22939 -3.01201 0.0 -0.1 0.0
C -0.25321 0.04108 -3.70806 -0.1 0.0 0.0
C 0.43071 0.06288 -4.91117 0.0 0.1 0.0
C 0.87973 1.27234 -5.42976 0.0 0.0 0.0
C 0.62883 2.45429 -4.75093 0.0 0.0 0.0
C -0.06085 2.43991 -3.54376 0.0 0.0 0.0
C -1.61224 -3.10481 -1.77423 0.0 0.0 0.0
C -2.45489 -3.81285 -2.63291 0.0 0.1 0.0
C -1.93443 -4.68450 -3.57757 0.0 0.0 0.0
C -0.55921 -4.85284 -3.70028 0.0 0.0 0.0
C 0.29693 -4.17593 -2.84873 0.0 0.1 0.0
C -0.24028 -3.32777 -1.88266 0.0 0.0 -0.1
P 0.72080 -2.56987 -0.56867 -0.2 -0.1 -0.1
C 0.79262 -3.83775 0.73196 0.0 0.0 -0.1
C 0.75525 -3.55285 2.09402 0.0 0.1 0.1
C 0.91155 -4.57719 3.01740 0.0 0.0 0.0
C 1.09956 -5.88502 2.59643 0.0 0.0 0.0
C 1.11450 -6.17616 1.23957 0.0 0.0 0.0
C 0.96136 -5.15980 0.31221 0.0 0.0 0.0
C 2.40347 -2.39229 -1.20452 0.0 0.0 0.0
C 3.47115 -3.09858 -0.66117 0.0 0.1 0.1
C 4.72819 -3.00505 -1.24434 0.0 0.0 0.0
C 4.92493 -2.20736 -2.36098 0.0 0.0 0.0
C 3.86240 -1.49061 -2.90038 0.0 0.0 0.0
C 2.60630 -1.58554 -2.32556 0.0 0.0 0.0
H -3.83152 -3.42569 0.39504 0.0 0.0 0.0
H -2.41310 -3.31270 1.44499 0.0 0.0 0.0
H -3.66030 -2.05317 1.50640 0.0 0.0 0.0
H -5.08067 -2.22379 -1.46171 0.0 0.0 0.0
H -6.44744 -1.00497 -3.08711 0.0 0.0 0.0
H -5.60728 1.07800 -4.12136 0.0 0.0 0.0
H -3.41454 1.98672 -3.45594 0.0 0.0 0.0
H 0.25408 3.29402 -0.69231 0.1 0.0 0.0
H -0.24409 5.54295 0.12591 0.1 0.0 0.0
H -2.58823 6.26351 0.45274 0.0 0.0 0.0
H -4.43588 4.69766 -0.03678 0.0 0.0 0.0
H -3.95640 2.44380 -0.87847 0.0 0.0 0.0
H -0.62699 -0.90276 -3.32062 0.0 0.0 0.0
H 0.60441 -0.85917 -5.44919 0.0 0.0 0.0
H 1.41131 1.29281 -6.37112 0.0 0.0 0.0
H 0.95850 3.39751 -5.16439 0.0 0.0 0.0
H -0.26755 3.37550 -3.04216 0.0 0.0 0.0
H -3.52647 -3.66959 -2.58967 0.0 0.0 0.0
H -2.60167 -5.22423 -4.23563 0.0 0.0 0.0
H -0.15903 -5.51689 -4.45370 0.0 0.0 0.0
H 1.36926 -4.30206 -2.93892 0.0 0.0 0.0
H 0.59672 -2.54259 2.43685 0.0 0.0 0.0
H 0.89582 -4.34762 4.07481 0.0 0.0 0.0
H 1.23155 -6.67630 3.32124 0.0 0.0 0.0
H 1.24402 -7.19443 0.90060 0.0 0.0 0.0
H 0.96886 -5.40845 -0.74103 0.0 0.0 0.0
H 3.32903 -3.71657 0.21586 0.0 0.0 0.0
H 5.55402 -3.56449 -0.82621 0.0 0.0 0.0
H 5.90374 -2.14660 -2.81518 0.0 0.0 0.0
H 4.01143 -0.86907 -3.77288 0.0 0.0 0.0
H 1.77565 -1.04479 -2.76484 0.0 0.0 0.0
Br 2.48653 6.05564 -1.35566 0.0 0.0 0.0
C 2.64890 5.52125 0.44787 0.0 0.0 0.0
C 2.04029 6.26686 1.44406 0.0 0.0 0.0
C 2.15248 5.85200 2.76341 -0.1 0.0 0.0
C 2.82647 4.68111 3.07275 0.0 0.0 0.1
C 3.48224 3.96967 2.07035 0.1 0.1 0.0
C 3.39801 4.39182 0.75603 -0.1 0.1 0.0
N 2.92755 4.35190 4.47477 0.3 0.1 -0.2
N 2.85899 3.18353 4.86992 -0.4 -0.1 0.0
C 2.45801 2.14890 3.96151 0.0 -0.2 0.1
C 3.25959 1.05073 3.80740 0.0 0.0 -0.1
C 2.93576 0.03146 2.89181 0.1 0.0 0.1
C 1.78675 0.11568 2.15223 -0.1 -0.1 -0.1
O 1.41032 -0.82633 1.27594 -0.2 0.0 0.2
C 0.90768 1.19828 2.36850 -0.1 0.0 0.0
N -0.27489 1.16641 1.67239 -0.1 -0.1 0.0
C -1.23740 1.99385 2.02122 -0.1 0.0 0.0
C -1.06368 2.97354 3.00989 0.0 0.0 0.0
C 0.15561 3.10495 3.61835 0.0 0.0 0.0
C 1.19368 2.19559 3.31032 0.0 0.0 0.2
H 1.50679 7.17445 1.19756 0.0 0.0 0.0
H 1.71681 6.43641 3.56318 0.0 0.0 0.0
H 4.09689 3.11698 2.31782 0.0 0.0 0.0
H 3.93304 3.86852 -0.02465 0.0 0.0 0.0
H 4.17870 0.99754 4.37629 0.0 0.0 0.0
H 3.58122 -0.82760 2.76665 0.0 0.0 0.0
H -2.18493 1.89380 1.51138 0.0 0.0 0.0
H -1.88961 3.62492 3.25563 0.0 0.0 0.0
H 0.30934 3.86531 4.37279 0.0 0.0 0.0
N 1.66240 0.99019 -0.71927 -0.2 -0.1 0.0
H 1.57356 1.34378 -1.66850 0.0 0.0 0.0
H 2.43007 0.32235 -0.71006 0.0 0.0 0.0
H 1.92636 1.76772 -0.11803 0.0 0.0 0.0
C -2.28620 -2.70709 4.37545 0.0 0.0 0.0
C -1.79490 -1.36087 3.92053 0.1 0.0 0.1
N -1.89038 -0.35484 4.81049 -0.1 0.0 0.1
O -1.31772 -1.18508 2.80218 0.0 0.0 0.0
H -2.56101 -2.72762 5.42757 0.0 0.0 0.0
H -1.50852 -3.44550 4.18710 0.0 0.0 0.0
H -3.15386 -2.98691 3.77867 0.0 0.0 0.0
H -2.29200 -0.49335 5.72118 0.0 0.0 0.0
H -1.58414 0.56951 4.55538 0.0 0.0 0.0
```
Forces are in eV/Å.

Mulliken atomic charge list, values in e, 4 entries: atom 1 (Re): 1.58, atom 2 (C): -1.28, atom 3 (Si): 1.10, atom 4 (C): 0.27

No. 2
The following is a quantum chemistry calculation of a molecular structure, C54H48Cl2CsF5O3P2Si in a non-equilibrium geometry, from OMol25.

For the total energy, the calculation gives -128555.577 eV. As for the highest occupied orbital energy: -0.98 eV. As for the spin multiplicity: 1. As for the net charge: -2. As for the LUMO energy: 3.66 eV. For the energy above the lowest of the compared OMol25 structures with the same formula, charge and spin, the calculation gives 0.746 eV.

XYZ file:
```
116
Properties=species:S:1:pos:R:3:forces:R:3
Cs 1.74551 1.95370 -1.73856 -1.7 1.4 0.4
C -0.43823 4.53869 -2.48458 0.0 0.0 0.0
C -1.19943 3.57537 -3.17908 0.0 0.0 -0.1
C -2.26324 3.17577 -2.34706 0.1 -0.1 0.0
C -2.15134 3.87103 -1.12544 0.0 0.0 0.0
C -1.02103 4.71624 -1.21032 0.0 -0.1 0.0
C -0.52227 5.67673 -0.16895 0.0 0.0 0.0
C -3.11578 3.77094 0.02294 0.0 0.0 0.0
C -3.36476 2.24656 -2.76554 0.0 0.0 0.0
C -0.96747 3.04121 -4.56385 0.0 0.0 0.0
C 0.72309 5.32428 -3.02230 0.0 0.0 0.0
H -0.87254 6.70846 -0.32251 0.0 0.0 0.0
H 0.57250 5.72173 -0.15411 0.0 0.0 0.0
H -0.83748 5.38495 0.83801 0.0 0.0 0.0
H -4.12547 4.11210 -0.24550 0.0 0.0 0.0
H -2.79079 4.38985 0.86396 0.0 0.0 0.0
H -3.22049 2.74891 0.40798 0.0 0.0 0.0
H -3.91388 2.62653 -3.63943 0.0 0.0 0.0
H -4.09960 2.11743 -1.96462 0.0 0.0 0.0
H -3.00924 1.24604 -3.04047 0.0 0.0 0.0
H -1.76550 3.32114 -5.26675 0.0 0.0 0.0
H -0.91881 1.94409 -4.58281 0.0 0.0 0.0
H -0.02836 3.40526 -4.98862 0.0 0.0 0.0
H 0.45301 6.35996 -3.27152 0.0 0.0 0.0
H 1.12707 4.87595 -3.93336 0.0 0.0 0.0
H 1.55417 5.39210 -2.30809 0.0 0.0 0.0
C 2.15313 0.53360 3.76542 0.0 -0.1 0.1
Si 1.49306 0.06621 2.06312 0.1 -0.1 0.0
C -0.43946 0.31698 2.47768 -0.2 -0.1 0.0
C -0.69828 1.70423 2.52304 0.1 -0.1 0.0
C -1.88188 2.25125 2.97878 0.0 0.0 0.0
C -2.88021 1.41856 3.46074 0.0 0.0 0.0
C -2.68100 0.05412 3.42442 0.0 -0.1 0.0
C -1.51055 -0.51508 2.90004 0.2 0.3 0.0
P -1.41295 -2.35298 2.87284 0.2 0.0 -0.1
C -2.91932 -3.00274 2.02602 0.0 0.0 0.0
C -4.10990 -2.34023 1.73052 0.1 0.0 -0.1
C -5.19151 -3.02398 1.19134 0.0 0.0 0.0
C -5.10652 -4.38517 0.93700 0.0 0.0 0.0
C -3.91948 -5.05378 1.19528 0.1 0.0 0.0
C -2.83568 -4.36302 1.72011 0.0 0.0 0.0
C -1.92359 -2.66571 4.61793 0.1 0.0 0.0
C -3.11269 -3.26747 5.01859 0.0 -0.1 0.0
C -3.38142 -3.48597 6.36653 0.0 0.0 0.0
C -2.47070 -3.09737 7.33558 0.0 0.0 0.0
C -1.27833 -2.49445 6.94870 0.0 0.0 0.0
C -1.00777 -2.28976 5.60634 -0.1 0.0 0.0
C 1.72149 -1.78926 1.73473 -0.1 0.0 -0.1
C 2.10635 -2.64133 2.77362 -0.1 0.1 0.0
C 2.19359 -4.01127 2.59654 0.0 -0.1 -0.1
C 1.87945 -4.56340 1.36108 0.0 0.0 0.0
C 1.54881 -3.73135 0.30078 0.0 0.0 0.0
C 1.49615 -2.34864 0.46537 -0.1 0.0 0.1
P 1.14171 -1.18024 -0.92708 -0.2 -0.9 0.1
C -0.64851 -1.50764 -1.20576 0.0 0.1 0.0
C -1.51659 -0.47428 -0.85676 0.0 0.0 0.1
C -2.89066 -0.62560 -0.99385 0.0 0.0 0.0
C -3.40730 -1.80266 -1.50818 0.0 0.0 0.0
C -2.55082 -2.83596 -1.87288 0.0 0.0 0.1
C -1.18267 -2.69070 -1.71589 0.0 -0.1 0.0
C 1.90815 -2.04203 -2.35315 0.0 -0.1 0.0
C 3.14372 -2.67667 -2.23064 0.0 0.0 0.0
C 3.77458 -3.21980 -3.33911 0.0 0.0 0.0
C 3.19075 -3.12395 -4.59387 0.0 0.0 0.0
C 1.97616 -2.46858 -4.73261 0.0 0.0 0.0
C 1.34437 -1.92874 -3.62287 0.0 0.0 0.0
H 1.52467 0.14297 4.57147 0.0 0.0 0.0
H 2.14508 1.62458 3.85499 0.0 0.0 0.0
H 3.18101 0.19241 3.91337 0.0 0.0 0.0
H 0.06975 2.38648 2.17413 0.0 0.0 0.0
H -2.02108 3.32505 2.96246 0.0 0.0 0.0
H -3.80258 1.82704 3.85665 0.0 0.0 0.0
H -3.44372 -0.59203 3.84292 0.0 0.0 0.0
H -4.19264 -1.27624 1.89164 0.0 0.1 0.1
H -6.10235 -2.48422 0.95973 0.0 0.0 0.0
H -5.95265 -4.91564 0.51623 0.0 0.0 0.0
H -3.82822 -6.10999 0.97038 0.0 0.0 0.0
H -1.89876 -4.88008 1.90043 0.0 0.0 0.0
H -3.83778 -3.57395 4.27348 0.0 0.0 0.0
H -4.31368 -3.95676 6.65660 0.0 0.0 0.0
H -2.68565 -3.25978 8.38504 0.0 0.0 0.0
H -0.55682 -2.18643 7.69611 0.0 0.0 0.0
H -0.07556 -1.82209 5.31133 0.0 0.0 0.0
H 2.31912 -2.22278 3.75236 0.0 0.0 0.0
H 2.48499 -4.65180 3.42169 0.0 0.0 0.0
H 1.92152 -5.63702 1.21416 0.0 0.0 0.0
H 1.35654 -4.16557 -0.67369 0.0 0.0 0.0
H -1.12039 0.46247 -0.47711 0.0 0.0 0.0
H -3.54541 0.19097 -0.71864 0.0 0.0 0.0
H -4.47751 -1.91813 -1.62910 0.0 0.0 0.0
H -2.95305 -3.75906 -2.27330 0.0 0.0 0.0
H -0.52166 -3.49926 -2.00589 0.0 0.0 0.0
H 3.62125 -2.73826 -1.26011 0.0 0.0 0.0
H 4.74097 -3.69605 -3.22544 0.0 0.0 0.0
H 3.69242 -3.53430 -5.46188 0.0 0.0 0.0
H 1.52394 -2.36038 -5.71102 0.0 0.0 0.0
H 0.40171 -1.40804 -3.74857 0.0 0.0 0.0
O 1.56650 1.27845 0.89072 -0.1 -0.2 0.9
O 2.89093 0.55807 1.04700 0.0 0.2 0.0
Cl 3.69932 4.09368 -0.10690 0.2 0.3 0.2
C 3.54275 3.41741 1.52289 0.0 0.1 0.0
Cl 3.83770 4.64113 2.78947 0.0 0.0 -0.1
H 4.26074 2.61822 1.63609 0.0 0.0 0.0
H 2.53515 3.03749 1.63009 0.0 0.0 0.0
F 8.10550 3.05280 -5.06143 0.1 0.0 0.0
C 6.92191 2.54653 -4.64547 0.0 0.0 0.0
C 5.83679 3.37117 -4.41293 -0.1 0.0 0.0
F 5.96683 4.69594 -4.60974 0.0 0.1 0.0
C 4.63214 2.85243 -3.98664 0.0 0.0 -0.1
F 3.60712 3.71354 -3.77880 0.1 -0.1 0.0
C 4.40165 1.46551 -3.76945 0.0 0.0 -0.1
O 3.28001 0.99772 -3.39897 1.4 -0.7 -1.3
C 5.55703 0.67288 -4.01006 0.0 0.0 0.0
F 5.47390 -0.65938 -3.83506 0.0 -0.1 0.0
C 6.76199 1.18854 -4.43514 0.0 0.0 0.0
F 7.80529 0.36351 -4.65500 0.1 0.0 0.0
```
Forces are in eV/Å.

Mulliken atomic charge list, values in e, 4 entries: atom 1 (Cs): 1.63, atom 2 (C): 0.48, atom 3 (C): 0.23, atom 4 (C): 0.75